The following is a DFT calculation (wB97M-V/def2-TZVPD) of 3 unconnected molecules or ions with the total composition C39H39FO8 at a distorted geometry.

LUMO	-0.63	eV
HOMO-LUMO gap	7.9	eV
DFT total energy	-2210.99771	a.u.
E_HOMO	-8.51	eV

Geometry (Å):
C -2.9048 -4.6308 -0.4455
C -2.0082 -3.8066 -0.3116
C -1.2873 -2.4808 0.0564
C -0.0543 -2.5063 0.9266
C 0.6706 -1.2344 1.3044
C 0.1710 0.1236 0.8460
C 0.9099 1.4358 1.2870
C 2.0069 1.9886 0.2555
C 2.2993 1.0649 -1.0001
C 3.3157 -0.1478 -0.6693
C 3.1704 -1.3466 -1.7150
O 2.1406 -2.2933 -1.3743
C 2.6922 -3.4929 -0.8049
C -1.0590 0.1188 -0.0007
C -1.8030 -1.1413 -0.4143
C -3.1168 -0.9883 -1.2952
O -3.3740 -1.7087 -2.2444
C -4.0465 0.2246 -0.8541
C -5.5309 0.1136 -0.8618
C -6.3386 -1.1467 -1.3311
C -7.2803 -1.7728 -0.2185
C -8.1241 -2.9561 -0.6631
C -9.0472 -3.7018 0.2429
C -9.1256 -3.2293 1.6768
C -8.3054 -2.0487 2.1132
C -7.3785 -1.2963 1.1988
C -6.3037 1.3219 -0.3737
C -5.6032 2.5792 0.0908
C -6.3674 3.8590 0.5970
C -6.6938 3.8512 2.1375
O -5.9484 3.5440 3.0204
F -7.9886 4.2926 2.5255
C -4.0877 2.6586 0.0453
C -3.3055 1.4844 -0.4279
C -1.7167 1.4714 -0.5106
O -1.0788 2.4089 -0.9630
H -3.7549 -5.3610 -0.5011
H 0.3384 -3.4981 1.3113
H 1.5749 -1.3185 1.9715
H 0.1296 2.2553 1.4075
H 1.4329 1.2850 2.2851
H 2.9593 2.2070 0.8218
H 1.6171 2.9781 -0.1439
H 1.3784 0.7074 -1.5510
H 2.8725 1.7185 -1.7457
H 4.3617 0.2788 -0.8398
H 3.1562 -0.4568 0.4004
H 2.8869 -0.9003 -2.7191
H 4.1724 -1.8813 -1.8347
H 3.1552 -3.2520 0.2001
H 1.8042 -4.1793 -0.5970
H 3.3818 -4.0636 -1.4949
H -5.7151 -1.9768 -1.7673
H -7.0382 -0.7874 -2.1607
H -8.0472 -3.2974 -1.7408
H -9.6725 -4.5756 -0.0880
H -9.7985 -3.7849 2.3818
H -8.4240 -1.7379 3.1916
H -6.7726 -0.4058 1.5425
H -7.4319 1.3309 -0.3189
H -7.3456 3.9966 0.0332
H -5.7080 4.7664 0.3906
H -3.5646 3.5919 0.3899
O 4.9709 -1.8359 1.1136
C 5.4466 -1.0723 1.9076
O 4.7651 -0.0386 2.4760
C 5.6630 0.7305 3.2872
C 6.8028 -0.2051 3.6169
C 6.8738 -1.0808 2.3846
H 5.9938 1.6006 2.7134
H 5.1466 1.0741 4.1844
H 7.7352 0.3151 3.8392
H 6.5419 -0.8154 4.4866
H 7.5108 -0.6443 1.6122
H 7.2005 -2.0906 2.6286
O 7.0384 1.7478 -0.3997
C 7.0620 1.9668 -1.5826
O 6.6186 1.0995 -2.5331
C 6.8975 1.6358 -3.8343
C 7.0438 3.1266 -3.6297
C 7.6228 3.2074 -2.2319
H 7.8154 1.1757 -4.2108
H 6.0781 1.3952 -4.5123
H 7.6611 3.6069 -4.3897
H 6.0587 3.6017 -3.6466
H 8.7131 3.1435 -2.2379
H 7.2930 4.1050 -1.7110

Forces on atoms 1 to 2 (eV/Å):
0.383 0.300 0.249
-0.850 1.722 0.813

These are the Löwdin partial charges, in e, on atoms 1 to 5:
1 C 0.092
2 C -0.079
3 C -0.116
4 C -0.009
5 C 0.013

The following is a DFT calculation (wB97M-V/def2-TZVPD) of a molecular structure, C25H27BrFNO16 at a distorted geometry.

LUMO	-0.85	eV
HOMO-LUMO gap	8.7	eV
DFT total energy	-4901.29517	a.u.
E_HOMO	-9.52	eV

Geometry (Å):
C -2.5132 0.6917 1.5373
C -1.7664 1.5625 0.4882
C -2.3323 1.5621 -0.8714
C -1.7026 2.3537 -1.9049
C -0.5206 3.1585 -1.5308
C 0.0512 3.1616 -0.2026
C 1.3077 4.0695 0.0343
C 2.4786 3.5502 -0.8801
O 3.2659 4.3473 -1.2921
O 2.5426 2.1755 -1.1615
C -0.5741 2.3241 0.8530
C 0.1047 2.3415 2.2530
C -0.2752 3.6704 3.0292
F -0.0836 1.1776 3.0098
C -0.1104 3.9022 -2.8293
O 0.8645 4.5137 -3.1310
N -1.2568 3.7481 -3.7483
Br -2.4954 5.1128 -3.2803
C -2.0366 2.5407 -3.4108
O -2.7198 1.9027 -4.1439
H -3.3208 0.1083 1.0257
H -1.7848 -0.0358 1.9952
H -2.9520 1.3086 2.3719
H -3.2292 0.9483 -1.1509
H 1.0408 5.1394 -0.1835
H 1.6865 4.0525 1.0849
H 3.2009 1.8278 -0.5290
H 1.2120 2.4127 2.0603
H 0.6785 4.1844 3.3462
H -0.8458 3.4662 3.9667
H -0.7852 4.4117 2.3544
C 2.4353 -3.2406 3.8412
C 2.9717 -1.9451 3.3037
O 1.9807 -1.5637 2.3556
C 0.8191 -2.1720 2.7155
O -0.2395 -1.9323 2.2256
O 1.0235 -3.0851 3.6989
H 2.7048 -3.4035 4.8836
H 2.7557 -4.1020 3.2545
H 3.0449 -1.1701 4.0717
H 3.9439 -2.0616 2.8256
C 6.4503 -4.9520 0.6722
C 5.3456 -5.8152 0.1295
O 4.7741 -6.3752 1.3106
C 5.0660 -5.5393 2.3383
O 4.5948 -5.6257 3.4302
O 5.9618 -4.5879 1.9618
H 6.6299 -4.0688 0.0608
H 7.3896 -5.4979 0.7917
H 4.5799 -5.2370 -0.3942
H 5.7129 -6.5972 -0.5336
C -0.8526 -1.8895 -2.1021
C 0.1200 -0.7499 -1.9992
O 1.2931 -1.3771 -1.4841
C 1.2243 -2.6932 -1.8102
O 2.1222 -3.4678 -1.6744
O 0.0029 -3.0138 -2.3125
H -1.5515 -1.7708 -2.9290
H -1.4182 -2.0429 -1.1796
H 0.3540 -0.3092 -2.9725
H -0.2260 0.0352 -1.3298
C -7.5714 0.8871 -2.3517
C -6.6067 2.0359 -2.2532
O -5.4325 1.4149 -1.7395
C -5.4924 0.0981 -2.0622
O -4.5888 -0.6715 -1.9246
O -6.7108 -0.2308 -2.5607
H -8.2719 0.9984 -3.1781
H -8.1342 0.7315 -1.4280
H -6.3768 2.4759 -3.2267
H -6.9568 2.8212 -1.5845

Forces on atoms 1 to 2 (eV/Å):
0.524 -0.175 -0.083
-0.075 0.299 -0.503

These are the Löwdin partial charges, in e, on atoms 1 to 5:
1 C -0.034
2 C -0.138
3 C 0.048
4 C -0.084
5 C -0.043

The following is a DFT calculation (wB97M-V/def2-TZVPD) of a molecular structure, C2H4INS at a distorted geometry.

LUMO	-0.21	eV
HOMO-LUMO gap	8.6	eV
DFT total energy	-829.13353	a.u.
E_HOMO	-8.77	eV
energy above the lowest of the compared OMol25 structures with the same formula, charge and spin	234.6	kJ/mol

Geometry (Å):
C -0.0613 1.2230 2.3121
C -0.2560 -1.7950 -2.3950
N 0.7238 0.9063 1.3238
S -1.6440 -1.4821 -1.7270
I 1.6072 2.5219 0.4411
H -0.4019 2.2320 2.3571
H -0.6190 0.3985 2.8048
H 0.0540 -2.8045 -2.4293
H 0.5972 -1.2000 -2.6876

Forces on atoms 1 to 2 (eV/Å):
0.325 -1.438 -2.914
1.268 -0.567 0.287

These are the Löwdin partial charges, in e, on atoms 1 to 5:
1 C -0.242
2 C -0.617
3 N -0.531
4 S 0.633
5 I 0.688

The following is a DFT calculation (wB97M-V/def2-TZVPD) of 9 unconnected molecules or ions with the total composition H18O9 at a distorted geometry.

LUMO	0.03	eV
HOMO-LUMO gap	10.6	eV
DFT total energy	-687.87129	a.u.
E_HOMO	-10.57	eV
energy above the lowest of the compared OMol25 structures with the same formula, charge and spin	405.7	kJ/mol

Geometry (Å):
O -18.8796 -15.1129 -11.9786
H -19.3532 -14.4138 -11.6617
H -18.1033 -14.7869 -12.2592
O -18.6551 -19.5449 -10.2575
H -18.1504 -19.6913 -11.0998
H -18.6290 -18.7729 -9.9125
O -19.1002 -15.0591 -7.6315
H -18.9885 -15.4386 -6.7589
H -18.9383 -15.5858 -8.4459
O -16.6801 -17.6057 -11.8911
H -17.2901 -17.3792 -12.4798
H -16.3873 -16.9286 -11.3349
O -19.7771 -17.0956 -13.9997
H -19.3470 -16.7021 -13.3259
H -19.8729 -16.4079 -14.6899
O -21.9096 -15.2775 -9.9055
H -22.5055 -15.3781 -10.5926
H -22.4024 -15.5600 -9.1945
O -20.2035 -13.2927 -10.5928
H -19.8017 -12.9118 -9.9004
H -20.6103 -14.1710 -10.4347
O -19.2415 -16.6451 -9.8095
H -20.1539 -16.5736 -9.8868
H -18.9038 -16.3291 -10.5595
O -16.2464 -15.4893 -8.7979
H -17.1740 -15.0636 -8.7764
H -15.6968 -14.6967 -8.8696

Forces on atoms 1 to 2 (eV/Å):
-1.626 -5.253 -0.480
-2.108 3.543 1.499

These are the Löwdin partial charges, in e, on atoms 1 to 5:
1 O 0.046
2 H -0.038
3 H 0.016
4 O -0.002
5 H 0.070